Record 1
The following is a quantum chemistry calculation of a cluster of 2 separate species, CH4FP in total, from the OMol25 dataset.

The spin multiplicity is 1. For the HOMO energy, the calculation gives -10.832 eV. The calculation puts the largest force on an atom at 0.06997 Eh/bohr. The HOMO-LUMO gap comes out at 8.94 eV. As for the total charge: 0. The energy above the lowest of the compared OMol25 structures with the same formula, charge and spin comes out at 61.8 kcal/mol.

Geometry (Å):
C  0.5020  -0.2770  -0.5198
F  -0.2103  0.9177  2.2793
P  -0.8292  0.9083  -0.1001
H  0.5520  -0.3839  -1.6051
H  0.3563  -1.2519  -0.0648
H  1.4497  0.1403  -0.1810
H  -1.8205  -0.0536  0.1916


Record 2
The following is a quantum chemistry calculation of the ion C12H18N3 with charge +1, from the OMol25 dataset.

The spin multiplicity is 1. For the HOMO energy, the calculation gives -10.471 eV. The calculation puts the largest force on an atom at 0.04833 Eh/bohr. The HOMO-LUMO gap comes out at 7.23 eV. The SMILES is CC1=[NH+]CCN1CN(C)c1ccccc1. As for the total charge: +1. The energy above the lowest of the compared OMol25 structures with the same formula, charge and spin comes out at 37.6 kcal/mol.

Geometry (Å):
C  -2.5207  0.8456  -1.5549
N  -1.4280  0.4809  -0.7004
C  -1.8888  -0.0590  0.5041
C  -0.8431  -0.3790  1.3568
C  -1.0430  -1.0763  2.5094
C  -2.3299  -1.3405  2.9313
C  -3.4268  -0.9300  2.1717
C  -3.2467  -0.2466  0.9582
C  -0.0412  0.1405  -1.3694
H  -3.3387  1.1697  -0.8924
H  -2.3073  1.7053  -2.2064
H  -2.9375  0.0131  -2.1510
H  0.1103  0.0265  1.0605
H  -0.1377  -1.3303  3.0295
H  -2.4836  -1.8672  3.8595
H  -4.4137  -1.1524  2.6040
H  -4.1230  0.1626  0.4250
H  -0.2619  -0.7462  -2.0158
H  0.1863  0.9587  -2.0785
C  2.1718  2.3898  -0.8929
C  2.2789  0.9074  -0.7378
N  1.2586  -0.0180  -0.7016
C  1.9535  -1.3526  -0.5302
C  3.4251  -1.0878  -0.3287
N  3.4626  0.3524  -0.5191
H  3.1205  2.8588  -0.5648
H  1.9299  2.6060  -1.9401
H  1.3224  2.8032  -0.3358
H  1.5428  -1.8584  0.3373
H  1.7413  -1.9819  -1.3894
H  3.8680  -1.2942  0.6667
H  4.0722  -1.5701  -1.0737
H  4.3273  0.8701  -0.4311


Record 3
The following is a quantum chemistry calculation of a cluster of 7 separate species, C56H125N8O in total, from the OMol25 dataset.

The spin multiplicity is 1. For the HOMO energy, the calculation gives -21.411 eV. The calculation puts the largest force on an atom at 0.07709 Eh/bohr. The HOMO-LUMO gap comes out at 7.84 eV. As for the total charge: +7. The energy above the lowest of the compared OMol25 structures with the same formula, charge and spin comes out at 170.5 kcal/mol.

Geometry (Å):
C  10.1591  -0.5660  0.3134
C  9.2513  0.4625  -0.3613
N  7.9895  0.4624  0.3897
C  7.7815  0.6889  1.7485
C  6.4261  0.4163  1.9857
N  5.8271  0.1820  0.8206
C  6.7635  0.1639  -0.1738
C  4.4889  -0.2231  0.6389
H  9.6269  -1.5129  0.4037
H  10.5111  -0.1976  1.2770
H  11.0707  -0.7708  -0.2480
H  9.0536  0.0425  -1.3475
H  9.7055  1.4531  -0.3854
H  8.5588  1.0100  2.4261
H  5.8339  0.5280  2.8819
H  6.5037  -0.0976  -1.1890
H  4.4962  -1.1951  0.1457
H  3.9822  0.4723  -0.0302
H  3.8771  -0.4100  1.5215
C  -1.9513  4.1317  7.2004
C  -0.9410  5.1775  6.5455
C  -0.7599  4.9957  5.0730
C  -1.8963  5.5829  4.1265
N  -1.8154  4.9340  2.7046
C  -2.9768  5.5460  1.8703
C  -3.2757  4.4231  0.9226
C  -3.0836  3.1263  1.6339
C  -2.0873  3.3939  2.7842
C  -0.4099  5.1790  1.9227
H  -2.7921  3.9124  6.5423
H  -2.1737  4.3952  8.2344
H  -1.4393  3.1699  7.1696
H  0.0132  5.0187  7.0478
H  -1.2613  6.2023  6.7331
H  -0.4468  3.9565  4.9723
H  0.1196  5.5965  4.8416
H  -1.9598  6.6577  3.9565
H  -2.8752  5.2545  4.4758
H  -2.7600  6.4832  1.3577
H  -3.8448  5.7358  2.5016
H  -2.6439  4.4317  0.0344
H  -4.2885  4.4249  0.5196
H  -2.8378  2.2786  0.9944
H  -4.0511  2.8888  2.0762
H  -1.1395  2.8574  2.7412
H  -2.5060  3.1018  3.7472
H  0.3498  4.5459  2.3811
H  -0.0779  6.2170  1.9043
H  -0.7080  4.8115  0.9408
C  -3.7329  -3.7288  -1.6859
C  -4.1296  -3.7641  -0.2142
C  -4.6855  -2.4788  0.3564
C  -4.9562  -2.5553  1.9294
N  -5.3816  -1.1889  2.5814
C  -6.6720  -0.5551  1.9459
C  -7.6813  -0.2772  3.1039
C  -7.2599  -1.4389  4.0624
C  -5.7389  -1.4728  4.0722
C  -4.1166  -0.2533  2.6083
H  -3.2903  -2.7601  -1.9178
H  -4.6357  -3.6865  -2.2954
H  -3.1107  -4.6117  -1.8329
H  -3.1761  -3.8108  0.3120
H  -4.6576  -4.6849  0.0337
H  -5.6904  -2.3079  -0.0296
H  -4.0809  -1.6092  0.0989
H  -4.0517  -2.7989  2.4868
H  -5.7942  -3.2053  2.1812
H  -6.2750  0.2990  1.3973
H  -7.1589  -1.2262  1.2384
H  -7.6328  0.7140  3.5549
H  -8.6749  -0.3582  2.6631
H  -7.6051  -1.2335  5.0757
H  -7.6270  -2.4472  3.8710
H  -5.4445  -0.5592  4.5887
H  -5.2204  -2.3925  4.3433
H  -3.4756  -0.7005  3.3681
H  -4.3164  0.7638  2.9455
H  -3.6429  -0.2092  1.6276
C  -1.9337  3.0941  -4.0804
C  -0.8513  2.6509  -3.0951
C  -1.0251  1.2888  -2.3476
C  0.3034  0.6346  -1.9067
N  0.1824  -0.7608  -1.2749
C  1.3526  -1.2761  -0.3889
C  0.7258  -2.2689  0.5986
C  -0.5466  -1.6738  0.8795
C  -0.8438  -0.6684  -0.1582
C  -0.1534  -1.8088  -2.3727
H  -2.6235  3.8192  -3.6485
H  -2.5965  2.3598  -4.5383
H  -1.4104  3.6441  -4.8626
H  -0.6265  3.4819  -2.4266
H  -0.0086  2.5116  -3.7723
H  -1.5506  0.5597  -2.9643
H  -1.7276  1.4228  -1.5250
H  0.8266  1.3103  -1.2301
H  1.0769  0.4492  -2.6520
H  2.1934  -1.7313  -0.9124
H  1.7192  -0.4344  0.1987
H  0.4471  -3.2425  0.1953
H  1.2671  -2.4726  1.5225
H  -1.4395  -2.2845  1.0132
H  -0.4149  -1.1245  1.8117
H  -1.7721  -0.8096  -0.7118
H  -0.7407  0.3067  0.3177
H  -0.3490  -2.8064  -1.9793
H  0.7245  -1.8011  -3.0186
H  -1.0786  -1.4584  -2.8303
C  3.3383  -5.6985  -1.3481
C  3.0367  -5.6081  0.1647
C  3.4959  -6.7110  1.0304
C  3.1402  -8.2107  0.6475
N  3.8681  -9.2883  1.4902
C  5.3751  -9.1138  1.3016
C  5.9585  -10.5159  1.3874
C  4.8127  -11.5126  1.4343
C  3.5548  -10.7350  0.9751
C  3.4325  -9.0911  2.9618
H  2.8901  -6.6054  -1.7540
H  4.4213  -5.6100  -1.4340
H  2.9282  -4.8319  -1.8667
H  1.9796  -5.4542  0.3811
H  3.4983  -4.6682  0.4674
H  3.2012  -6.4451  2.0456
H  4.5759  -6.5793  0.9652
H  3.3364  -8.3913  -0.4094
H  2.0695  -8.4142  0.6312
H  5.8365  -8.4648  2.0460
H  5.5570  -8.7724  0.2826
H  6.6356  -10.5456  2.2411
H  6.5228  -10.7350  0.4810
H  4.7535  -12.0595  2.3754
H  4.9668  -12.2934  0.6896
H  2.6085  -11.1092  1.3657
H  3.4619  -10.7371  -0.1110
H  3.7189  -9.9711  3.5376
H  2.3651  -8.9217  2.8203
H  3.8707  -8.1734  3.3543
C  -4.5853  5.1149  -6.3238
C  -3.6161  4.2493  -7.2397
C  -3.4653  4.8907  -8.6694
C  -2.6297  6.2120  -8.5573
N  -2.2743  6.9430  -9.9071
C  -1.2038  6.3667  -10.7925
C  0.1995  6.8394  -10.2285
C  -0.1635  8.0074  -9.3004
C  -1.6632  8.3060  -9.4717
C  -3.5109  7.2032  -10.7592
H  -4.1235  6.0589  -6.0346
H  -4.5919  4.6004  -5.3629
H  -5.6145  5.2458  -6.6581
H  -3.9041  3.2052  -7.3620
H  -2.5821  4.3415  -6.9075
H  -4.4835  5.0631  -9.0180
H  -3.2082  4.1603  -9.4366
H  -1.6184  6.0534  -8.1829
H  -3.1190  6.8888  -7.8569
H  -1.3123  6.6773  -11.8317
H  -1.3336  5.2884  -10.8840
H  0.9145  7.1123  -11.0047
H  0.5006  5.9837  -9.6243
H  0.4013  8.9240  -9.4705
H  0.0259  7.7836  -8.2506
H  -1.9431  8.9855  -10.2767
H  -2.0060  8.7802  -8.5520
H  -4.2124  7.8668  -10.2537
H  -3.9194  6.2737  -11.1559
H  -3.2236  7.6813  -11.6957
C  1.3504  -1.3456  7.1045
N  1.6043  -0.4959  5.8464
C  0.3964  0.4443  5.6015
C  2.8443  0.3599  6.1266
C  1.7267  -1.4126  4.6096
C  2.6331  -2.6077  4.7957
O  2.9501  -3.1497  3.5281
H  1.0661  -0.6669  7.9087
H  2.2374  -1.9044  7.4030
H  0.4249  -1.8954  6.9335
H  -0.5229  -0.0880  5.3570
H  0.5722  1.1847  4.8211
H  0.1473  0.9483  6.5353
H  2.6007  0.7774  7.1035
H  3.0191  0.9784  5.2463
H  3.6893  -0.3232  6.2130
H  1.9476  -0.8131  3.7266
H  0.7133  -1.7956  4.4888
H  2.1637  -3.3663  5.4220
H  3.5797  -2.3781  5.2848
H  3.3137  -4.0030  3.7754


Record 4
The following is a quantum chemistry calculation of an isolated molecule of C5H8N2, from the OMol25 dataset.

The spin multiplicity is 1. For the HOMO energy, the calculation gives -7.582 eV. The calculation puts the largest force on an atom at 0.04716 Eh/bohr. The HOMO-LUMO gap comes out at 8.40 eV. The SMILES is Cn1cccc1N. As for the total charge: 0. The energy above the lowest of the compared OMol25 structures with the same formula, charge and spin comes out at 49.2 kcal/mol.

Geometry (Å):
C  1.3010  0.7175  1.0475
N  0.1966  -0.0229  0.4968
C  -0.8799  -0.4604  1.1938
C  -1.8966  -0.8418  0.3518
C  -1.3523  -0.6926  -0.9825
C  -0.0869  -0.1892  -0.8456
N  0.8467  0.2616  -1.7792
H  1.4202  1.6700  0.5201
H  1.0843  0.9269  2.0982
H  2.2282  0.1435  0.9856
H  -0.9347  -0.4351  2.2738
H  -2.5351  -0.0876  0.8408
H  -1.8068  -0.9594  -1.9327
H  1.8015  0.0130  -1.5543
H  0.6139  -0.0434  -2.7142


Record 5
The following is a quantum chemistry calculation of a cluster of 5 separate species, C39H67BrO19P2S4 in total, from the OMol25 dataset.

The spin multiplicity is 1. For the HOMO energy, the calculation gives -7.304 eV. The calculation puts the largest force on an atom at 0.10271 Eh/bohr. The HOMO-LUMO gap comes out at 6.19 eV. The SMILES is CCCOCC1=C(Br)C(=O)c2c(CC(=O)OC(C)=O)c(C[C@H]3CO3)c(P(C)C)c(P(CC)CC)c2C1=O.CCOS(C)(=O)=O.CCOS(C)(=O)=O.CCOS(C)(=O)=O.CCOS(C)(=O)=O. As for the total charge: 0.

Geometry (Å):
C  1.7868  0.1627  0.6436
C  1.2412  0.4286  2.0954
C  -0.3495  0.4138  2.1657
O  -0.7340  1.4796  3.0339
C  -2.1157  1.7850  2.9214
C  -2.5216  2.4314  1.5553
C  -1.8796  3.4757  0.9792
Br  -0.3675  4.3489  1.8484
C  -2.3757  3.9983  -0.4348
O  -2.3253  5.1617  -0.7685
C  -2.9386  2.8754  -1.3625
C  -2.7983  2.9409  -2.8275
C  -2.1045  4.1868  -3.4721
C  -3.0949  5.3508  -3.7946
O  -3.7461  5.2673  -4.7963
O  -3.2331  6.5127  -3.0105
C  -4.4222  6.5257  -2.2793
C  -4.5023  7.4975  -1.0499
O  -5.3666  5.8227  -2.4977
C  -3.3161  1.8244  -3.6317
C  -3.1448  1.9452  -5.1700
C  -1.6485  1.3427  -5.5894
C  -1.0886  0.1983  -4.5688
O  -1.6375  -0.0431  -6.0297
C  -3.9757  0.6428  -3.0164
P  -4.5285  -0.6811  -4.1940
C  -6.2774  -0.4554  -4.8095
C  -4.1658  -2.4138  -3.6217
C  -4.1494  0.6112  -1.5479
P  -4.9972  -0.7575  -0.6211
C  -3.8525  -2.1391  -0.0981
C  -4.4931  -2.8352  1.1746
C  -6.5922  -1.3445  -1.4015
C  -7.7312  -1.2379  -0.2652
C  -3.6266  1.7295  -0.7341
C  -3.7560  1.7991  0.8224
O  -4.7122  1.4475  1.4571
H  1.6394  -0.9119  0.3686
H  2.8899  0.3696  0.6330
H  1.2527  0.8291  -0.0875
H  1.5406  1.4700  2.3769
H  1.6850  -0.2741  2.8523
H  -0.6333  -0.5965  2.5786
H  -0.7456  0.4996  1.1192
H  -2.4204  2.4507  3.7660
H  -2.6964  0.8195  3.0119
H  -1.6383  3.8432  -4.4242
H  -1.2811  4.5540  -2.8007
H  -5.3822  7.2069  -0.4205
H  -4.6275  8.5426  -1.4268
H  -3.5869  7.4374  -0.4033
H  -3.1481  2.9922  -5.5538
H  -3.8784  1.3565  -5.7667
H  -0.8804  2.0748  -6.0265
H  -0.0692  -0.1523  -4.8775
H  -1.8140  -0.5591  -4.1977
H  -7.0301  -1.1493  -4.3516
H  -6.2943  -0.6568  -5.9176
H  -6.5901  0.6220  -4.7066
H  -4.5478  -3.1001  -4.4331
H  -4.6703  -2.7429  -2.6821
H  -3.0613  -2.6235  -3.5721
H  -3.5417  -2.8573  -0.8959
H  -2.9028  -1.6510  0.2694
H  -5.0332  -2.0649  1.7937
H  -5.2005  -3.6398  0.8579
H  -3.7071  -3.2565  1.8625
H  -6.5253  -2.4444  -1.6325
H  -6.9629  -0.7322  -2.2538
H  -8.4270  -0.3826  -0.4801
H  -8.2573  -2.2099  -0.1123
H  -7.2205  -0.9772  0.6984
O  3.5934  -2.9100  1.0836
S  4.2062  -4.0858  1.6300
O  3.4238  -5.1377  2.2114
O  5.3404  -3.6427  2.6775
C  4.9590  -2.8004  3.7756
C  4.1612  -3.5513  4.8235
C  5.2738  -4.7993  0.4197
H  4.4096  -1.9282  3.4097
H  5.8830  -2.4335  4.2237
H  3.1997  -3.8824  4.4276
H  3.9638  -2.9171  5.6877
H  4.6994  -4.4420  5.1523
H  5.9009  -4.0195  -0.0076
H  4.6452  -5.2399  -0.3530
H  5.8767  -5.5726  0.8906
O  7.7353  -5.3808  -2.5376
S  7.3441  -6.3463  -3.5232
O  6.1257  -7.0912  -3.4025
O  8.5572  -7.3722  -3.7598
C  9.0685  -8.0923  -2.6295
C  8.1204  -9.1835  -2.1695
C  7.3673  -5.5874  -5.1165
H  9.3017  -7.4012  -1.8148
H  10.0087  -8.5445  -2.9468
H  7.1889  -8.7654  -1.7870
H  8.5721  -9.7755  -1.3711
H  7.8617  -9.8434  -2.9995
H  8.3030  -5.0457  -5.2394
H  6.5255  -4.8979  -5.1617
H  7.2567  -6.3573  -5.8771
O  0.7901  9.1534  -4.3145
S  1.4830  9.2910  -3.0674
O  2.4485  8.3242  -2.6352
O  0.4081  9.5109  -1.8953
C  -0.6149  8.5185  -1.7164
C  -0.0754  7.2431  -1.1006
C  2.2323  10.8879  -2.9934
H  -1.1165  8.3174  -2.6670
H  -1.3581  8.9535  -1.0466
H  0.6295  6.7460  -1.7695
H  -0.8712  6.5246  -0.8739
H  0.4593  7.4658  -0.1746
H  1.5004  11.6386  -3.2848
H  3.0688  10.8884  -3.6908
H  2.5931  11.0632  -1.9821
O  3.3757  -3.5995  7.9144
S  2.0011  -3.3975  8.2684
O  1.3689  -2.1202  8.1208
O  1.7659  -3.9231  9.7685
C  2.5695  -3.3653  10.8173
C  2.1605  -1.9448  11.1576
C  1.0082  -4.6008  7.4428
H  3.6288  -3.4193  10.5515
H  2.4247  -3.9996  11.6925
H  2.3479  -1.2669  10.3245
H  2.7225  -1.5774  12.0185
H  1.0933  -1.8948  11.3813
H  1.4562  -5.5837  7.5750
H  0.9870  -4.3368  6.3862
H  0.0009  -4.5702  7.8527


Record 6
The following is a quantum chemistry calculation of an isolated molecule of C5H6O, from the OMol25 dataset.

The spin multiplicity is 1. For the HOMO energy (spin up / spin down), the calculation gives -6.953 / -6.955 eV. The calculation puts the largest force on an atom at 0.00860 Eh/bohr. The HOMO-LUMO gap (spin up / spin down) comes out at 6.72 / 6.72 eV. As for the total charge: 0. The energy above the lowest of the compared OMol25 structures with the same formula, charge and spin comes out at 108.1 kcal/mol.

Geometry (Å):
C  1.0650  -0.4066  -0.3290
C  0.3228  0.8717  -0.0020
C  -1.1385  0.5071  -0.0003
O  -1.2236  -0.9739  -0.3473
C  -0.0372  -1.4037  -0.2164
C  -0.4491  0.6816  1.2650
H  1.8826  -0.6068  0.3671
H  1.4634  -0.5064  -1.3587
H  0.6704  1.7994  -0.4645
H  -1.9555  1.0006  -0.5178
H  0.1005  -2.4837  -0.3094
H  -0.7008  1.5207  1.9133